1.
{
  "formula": "C10H12NOP",
  "method": "ωB97M-V/def2-TZVPD",
  "symbols": ["P", "O", "N", "C", "C", "C", "C", "C", "C", "C", "C", "C", "C", "H", "H", "H", "H", "H", "H", "H", "H", "H", "H", "H", "H"],
  "coordinates": [[0.1946, 1.0600, 0.6021], [-0.7627, 1.9172, 1.3529], [1.8883, -0.8091, 1.2383], [-0.6935, -0.4444, -0.2112], [1.5397, 0.8010, 3.0093], [-2.0615, 0.0137, -0.9149], [-1.0393, 1.1888, -2.8624], [-1.9204, -0.0311, -2.4234], [1.3694, 0.3111, 1.7086], [2.6777, -1.4709, 2.0676], [2.2055, 0.0071, 3.9242], [-2.3989, -0.9781, -3.1607], [2.8700, -1.1663, 3.4127], [-0.6013, 1.0724, -3.9586], [2.2139, 0.3031, 5.0538], [-0.0280, -0.7227, -1.0085], [-0.1508, 1.1394, -2.1504], [3.2597, -1.7852, 4.1595], [-0.7089, -1.3005, 0.5565], [-2.8004, -0.7606, -0.5339], [-1.6163, 2.0255, -2.8481], [3.0747, -2.3126, 1.6224], [-2.4035, 0.9851, -0.6490], [0.9565, 1.7584, 3.1301], [-2.7815, -1.2357, -4.1085]],
  "e_lumo_ev": [-1.29, 0.18]
}

***

2.
{
  "formula": "C10H13AlNO5",
  "method": "ωB97M-V/def2-TZVPD",
  "symbols": ["Al", "O", "O", "O", "O", "O", "N", "C", "C", "C", "C", "C", "C", "C", "C", "C", "C", "H", "H", "H", "H", "H", "H", "H", "H", "H", "H", "H", "H", "H"],
  "coordinates": [[0.9452, 0.2919, -0.3409], [1.6369, -1.3192, 0.2998], [-1.3958, -4.9086, 1.6450], [0.2266, 1.2205, 0.9591], [-0.4735, -0.7224, -1.1859], [-0.7952, -5.2169, -0.9621], [1.7331, 1.6495, -1.2073], [-0.5863, 0.8010, 2.1688], [0.0651, 2.5833, 0.6562], [0.3935, -2.2066, 0.4075], [-0.4559, -1.8795, -0.6544], [-1.0933, -4.1179, -0.9499], [0.7509, 2.8105, -0.7023], [0.6068, -3.3976, 1.2185], [-1.3518, -2.8760, -1.1063], [-0.4102, 2.9542, -1.6594], [-0.4901, -4.2025, 1.2611], [1.5926, -3.5313, 1.6862], [1.4440, 3.6002, -0.3683], [-0.1126, 3.3193, -2.6549], [-0.8938, 1.9438, -1.6757], [1.8911, 2.0542, -2.1234], [-1.9774, -2.4402, -1.9173], [-1.0904, 3.7411, -1.3569], [-1.5592, 0.6845, 1.8104], [-0.2542, -0.2210, 2.5555], [2.6026, 1.7156, -0.7227], [0.5459, 3.3091, 1.3598], [-1.0407, 2.7442, 0.6419], [-0.4538, 1.6171, 2.9176]],
  "total_charge": 1,
  "e_lumo_ev": -3.84
}

***

3.
{
  "formula": "C10H13BN5O2PmS2",
  "method": "ωB97M-V/def2-TZVPD",
  "symbols": ["Pm", "S", "S", "O", "O", "N", "N", "N", "N", "N", "C", "C", "C", "C", "C", "C", "C", "C", "C", "C", "B", "H", "H", "H", "H", "H", "H", "H", "H", "H", "H", "H", "H", "H"],
  "coordinates": [[-0.4351, -0.3044, 0.1532], [-1.3906, -2.2093, -1.3170], [0.0233, 0.2078, 2.6978], [-1.7761, 1.0705, -1.2314], [-1.0172, 1.9642, 0.2489], [3.2941, 0.1791, -1.3933], [-1.6758, 1.8418, 3.6138], [-3.0423, -1.5753, 0.3576], [-2.5384, 0.0582, 2.3062], [-3.6179, -1.7497, -1.8218], [-1.4190, 0.7450, 2.9170], [-4.8224, -1.6740, -1.1153], [1.8634, 0.3508, -1.1901], [-3.2292, -1.9249, -2.9784], [-3.7769, 0.7243, 2.6913], [-0.7422, 2.9293, 3.9344], [-3.1401, 1.8035, 3.7054], [-4.4938, -1.2848, 0.1995], [-2.8612, -1.9296, -0.8862], [-1.7163, 2.0115, -0.6111], [-2.4614, -1.6813, 1.6319], [-1.8936, 3.4238, 4.7056], [-3.0325, -2.1404, 2.5384], [-6.0501, -1.0378, -1.6754], [-5.1409, -0.6876, 1.1510], [-0.0022, 2.9360, 3.3185], [-2.3507, 2.7738, -1.1315], [-4.5120, -1.4857, -3.8252], [-3.9976, 2.8017, 3.7369], [-0.3326, 2.3985, 4.9349], [-4.6191, 0.3091, 2.6796], [-3.1787, -3.0664, -3.0822], [-1.0264, -1.8324, 1.3844], [-2.3821, -1.1182, -3.6214]],
  "e_lumo_ev": [-0.55, -0.54],
  "multiplicity": 5,
  "s_squared": 6.005
}

***

4.
{
  "formula": "C10H13BrFNRuSSb",
  "method": "ωB97M-V/def2-TZVPD",
  "symbols": ["Sb", "Ru", "Br", "S", "F", "N", "C", "C", "C", "C", "C", "C", "C", "C", "C", "C", "H", "H", "H", "H", "H", "H", "H", "H", "H", "H", "H", "H", "H"],
  "coordinates": [[1.8400, -0.1536, 0.3991], [-0.3391, 0.6282, -2.1885], [-5.3076, -2.3013, 1.5926], [0.0236, 2.9061, -2.1272], [1.5855, -0.4750, -2.4278], [-2.1108, -0.3012, -4.8121], [-1.4907, 0.1092, -3.9190], [3.8309, 0.1660, -0.4333], [-2.7034, 0.6438, 0.1440], [-2.8789, -2.1161, 0.0304], [1.6518, 1.9396, 0.9370], [-1.8175, -1.4448, -0.5599], [-3.7691, 0.0025, 0.7600], [-3.8390, -1.3723, 0.6872], [-1.6819, -0.0423, -0.5379], [2.6398, -0.6266, 2.4285], [-2.6659, 1.7288, 0.2046], [1.8447, -0.5338, 3.1615], [2.5939, 2.3339, 1.3152], [4.4254, 0.8061, 0.2149], [0.8781, 2.0553, 1.6896], [1.3550, 2.4872, 0.0440], [-2.9553, -3.1960, -0.0249], [-4.5281, 0.5719, 1.2855], [4.3405, -0.7839, -0.5755], [3.4594, 0.0180, 2.7354], [3.6867, 0.6378, -1.3993], [-1.0584, -2.0330, -1.0728], [2.9903, -1.6547, 2.4487]],
  "total_charge": -2,
  "e_lumo_ev": [4.18, 4.18],
  "multiplicity": 2,
  "s_squared": 0.782
}

***

5.
{
  "formula": "C10H13BrN",
  "method": "ωB97M-V/def2-TZVPD",
  "symbols": ["Br", "N", "C", "C", "C", "C", "C", "C", "C", "C", "C", "C", "H", "H", "H", "H", "H", "H", "H", "H", "H", "H", "H", "H", "H"],
  "coordinates": [[-3.0586, -0.4659, 0.0433], [-0.0830, -1.0566, 0.6599], [-1.2002, 1.5142, 1.0175], [-1.4202, 0.4707, -0.1211], [0.3585, 2.7574, -0.4104], [0.9673, -2.9475, -0.2971], [-0.7998, 0.8046, -1.3419], [0.0917, 1.8401, -1.4376], [1.8888, -2.0019, -0.1722], [-0.4453, -2.3904, 0.1656], [1.3363, -0.6937, 0.3614], [-0.1654, 2.5543, 0.8394], [-1.0266, 1.0202, 1.8791], [2.9593, -2.2153, -0.3980], [1.4286, -0.0042, -0.5776], [1.2174, -4.0361, -0.7483], [-0.9070, -2.9030, 0.9327], [-0.3397, -0.8100, 1.6752], [1.9611, -0.2318, 1.1174], [1.0501, 3.5741, -0.4629], [0.0067, 3.3632, 1.5265], [-1.2297, -2.4791, -0.6637], [-2.1251, 2.1310, 0.9518], [-0.8447, 0.1112, -2.1720], [0.3794, 2.0946, -2.3671]],
  "total_charge": 1,
  "e_lumo_ev": -4.97
}

***

6.
{
  "formula": "C10H13Cl2NO3",
  "method": "ωB97M-V/def2-TZVPD",
  "symbols": ["Cl", "Cl", "O", "O", "O", "N", "C", "C", "C", "C", "C", "C", "C", "C", "C", "C", "H", "H", "H", "H", "H", "H", "H", "H", "H", "H", "H", "H", "H"],
  "coordinates": [[-3.7014, -0.1871, 2.0799], [-4.0137, -3.0451, 1.4808], [-0.8069, -2.0684, 3.0288], [1.4408, 3.1730, -2.0946], [1.4617, 0.1342, -0.7473], [-0.9736, -1.7969, 0.8097], [1.0888, -0.4730, 0.4383], [0.5074, -1.8375, 0.6021], [-1.5426, -1.8876, 2.0663], [0.7338, 2.5188, -3.1753], [-1.8206, -1.5577, -0.3973], [1.8292, 1.4255, -0.4661], [-3.0333, -1.8542, 2.4296], [2.4693, 2.3493, -1.4837], [1.7046, 1.6018, 0.8672], [1.2541, 0.3804, 1.4894], [0.5094, 1.5043, -2.8928], [1.9075, 2.5159, 1.3959], [0.9963, -2.2835, 1.4919], [-2.8242, -1.2175, -0.1758], [3.1671, 2.9894, -0.9736], [0.8574, -2.4895, -0.2107], [3.0394, 1.6947, -2.1655], [1.3052, 2.5015, -4.1134], [-0.2316, 3.0289, -3.3445], [1.0580, 0.2029, 2.5412], [-1.3090, -0.8201, -1.0101], [-1.9397, -2.4684, -0.9929], [-3.1337, -2.0342, 3.5224]],
  "e_lumo_ev": 0.66,
  "smiles": "COCc1ccc(CN(C)C(=O)C(Cl)Cl)o1"
}

***

7.
{
  "formula": "C10H13Cl3",
  "method": "ωB97M-V/def2-TZVPD",
  "symbols": ["Cl", "Cl", "Cl", "C", "C", "C", "C", "C", "C", "C", "C", "C", "C", "H", "H", "H", "H", "H", "H", "H", "H", "H", "H", "H", "H", "H"],
  "coordinates": [[1.6865, -1.4443, -1.4840], [3.3544, 0.1175, 1.0788], [-1.4377, 4.6705, -1.6799], [1.6442, -2.6418, 0.9832], [1.0345, 1.0777, 0.1444], [-0.4112, 0.9636, -0.3333], [-1.1374, -0.2264, -0.2627], [1.6006, -0.0769, 0.9240], [-2.5823, -0.4196, -0.6014], [1.1163, -1.3119, 0.2905], [-0.4607, 3.2879, -1.2498], [-1.1063, 2.2262, -0.6977], [-0.4740, -1.3967, 0.3022], [-2.8102, 0.1163, -1.5113], [-2.1725, 2.2706, -0.6345], [1.1109, -0.1587, 1.9499], [1.7417, 1.4510, -0.6274], [-3.1842, -0.3329, 0.2547], [0.9580, -3.4427, 0.7514], [-0.8267, -1.3858, 1.3381], [-0.7273, -2.2296, -0.2256], [0.9317, 1.9784, 0.7463], [1.7176, -2.4054, 2.0782], [2.6639, -2.8216, 0.7653], [0.6384, 3.5022, -1.2463], [-2.8681, -1.3675, -1.0529]],
  "e_lumo_ev": 0.51,
  "smiles": "CC1=C(/C=C/Cl)C[C@H](Cl)[C@](C)(Cl)C1"
}

***

8.
{
  "formula": "C10H13ClN2O2S2",
  "method": "ωB97M-V/def2-TZVPD",
  "symbols": ["Cl", "S", "S", "O", "O", "N", "N", "C", "C", "C", "C", "C", "C", "C", "C", "C", "C", "H", "H", "H", "H", "H", "H", "H", "H", "H", "H", "H", "H", "H"],
  "coordinates": [[1.0690, -2.7223, -0.2636], [-3.6867, 0.6075, -0.2351], [-1.7184, -1.7440, -0.2548], [-0.1150, 2.7590, 0.4244], [-2.2377, 2.5175, 0.1348], [1.5125, 0.5432, 0.0799], [-1.0886, 2.0739, 0.1772], [2.5590, 0.6072, -2.1690], [2.0478, -0.4139, 2.2686], [-0.9545, 0.7046, -0.0544], [-0.0045, -1.3858, -0.1932], [-2.1018, -0.0668, -0.1725], [1.9676, 1.3969, -1.0004], [-4.6755, -0.8805, -0.3893], [2.5441, -0.1144, 0.8590], [0.2797, -0.0505, -0.0592], [-4.6998, -1.8484, 0.5048], [1.2764, -1.1794, 2.2606], [1.8279, -0.1003, -2.5556], [-5.3055, -0.8721, -1.2646], [-5.3268, -2.7147, 0.3770], [1.6371, 0.4891, 2.7131], [1.1280, 1.9939, -1.3559], [3.4427, 0.0560, -1.8572], [2.7107, 2.0846, -0.5912], [2.8727, -0.7651, 2.8825], [3.3748, 0.5925, 0.9186], [-4.0928, -1.8216, 1.3940], [2.8403, 1.2871, -2.9683], [2.9172, -1.0332, 0.3898]],
  "e_lumo_ev": -0.37,
  "smiles": "C=CSc1sc(Cl)c(N(CC)CC)c1[N+](=O)[O-]"
}

***

9.
{
  "formula": "C10H13ClN3O7WY",
  "method": "ωB97M-V/def2-TZVPD",
  "symbols": ["W", "Y", "Cl", "O", "O", "O", "O", "O", "O", "O", "N", "N", "N", "C", "C", "C", "C", "C", "C", "C", "C", "C", "C", "H", "H", "H", "H", "H", "H", "H", "H", "H", "H", "H", "H", "H"],
  "coordinates": [[0.1344, -0.3202, -0.5258], [0.8688, 1.3971, -3.5882], [-1.1042, -0.3230, -2.5831], [-1.3346, -1.6874, 0.4880], [1.2793, -2.6369, 0.9078], [-2.6675, 0.1815, 6.0363], [-3.6320, 1.2807, 1.4696], [-2.1702, 0.8378, -0.1303], [1.2674, -3.4783, 2.9357], [-1.0920, -1.2639, 6.5372], [-1.7468, -0.5977, 5.7072], [0.8696, -2.6333, 2.1012], [-2.5671, 0.7630, 1.0729], [2.2736, -0.4465, -0.2780], [-0.8248, -0.9217, 1.4864], [2.6789, 1.2052, -5.0777], [-1.4273, -0.7069, 4.2891], [-0.3911, -1.5508, 3.8758], [-0.0721, -1.6458, 2.5253], [-2.1309, 0.0702, 3.3658], [-0.3455, 1.2800, -5.5211], [0.3820, 1.6659, -0.4117], [-1.7579, 0.0690, 2.0217], [2.5221, -0.2258, 0.7693], [2.8341, 0.2638, -0.9057], [2.6046, -1.4725, -0.5070], [3.0062, 0.2678, -5.5672], [3.5474, 1.6112, -4.5027], [-2.9842, 0.6558, 3.6872], [-1.3650, 1.6773, -5.2811], [-0.4539, 0.3089, -6.0536], [-0.3434, 2.4935, -0.4756], [0.1037, 1.9602, -6.2730], [0.1499, -2.1586, 4.5939], [2.5359, 1.9105, -5.9214], [1.3530, 2.1700, -0.2672]],
  "e_lumo_ev": [-1.87, -2.91],
  "multiplicity": 3,
  "s_squared": 2.084
}